A structure of composition C27H28ErN2Si, computed with wB97M-V/def2-TZVPD.

Results
Expectation value of S² ... 3.7570
2S+1 ... 4
Net charge ... +1
Frontier orbital gap (alpha / beta) ... 5.18 / 5.22 eV
ΔE to the lowest compared entry with this formula, charge and spin ... 32.9 kcal per mole

Last column: natural (NBO) charge in e.
Positions of all 59 atoms, in Å:
C 1.007 2.145 2.607  -0.29
C 1.219 2.649 1.296  -0.38
C -0.063 2.863 0.690  -0.32
H 2.154 3.091 0.956  0.26
C -1.057 2.379 1.604  -0.40
C -0.382 1.956 2.785  -0.36
H -0.831 1.800 3.766  0.25
H 1.724 2.203 3.430  0.25
H -0.239 3.509 -0.158  0.28
H -2.133 2.459 1.486  0.25
Er 0.170 0.379 0.789  1.69
C -1.526 -3.767 -1.778  -0.86
H -2.195 -4.634 -1.756  0.23
H -0.790 -4.017 -2.534  0.22
H -1.008 -3.766 -0.801  0.19
Si 0.511 1.223 -2.073  0.77
C 1.696 0.142 -3.061  -0.46
C 2.814 0.931 -3.393  -0.23
H 2.988 1.866 -2.898  0.22
C 3.671 0.520 -4.392  -0.19
H 4.446 1.203 -4.714  0.22
C 3.516 -0.739 -4.978  -0.20
H 4.178 -1.049 -5.784  0.22
C 2.488 -1.585 -4.528  -0.21
H 2.377 -2.571 -4.967  0.22
C 1.584 -1.173 -3.558  -0.22
H 0.791 -1.844 -3.204  0.21
C -0.874 1.494 -3.270  -0.47
C -0.642 1.482 -4.665  -0.19
H 0.301 1.043 -5.035  0.22
C -1.646 1.907 -5.544  -0.21
H -1.423 1.961 -6.614  0.22
C -2.914 2.225 -5.050  -0.21
H -3.652 2.663 -5.713  0.22
C -3.218 1.947 -3.720  -0.21
H -4.242 2.026 -3.370  0.21
C -2.227 1.544 -2.842  -0.22
H -2.472 1.174 -1.838  0.19
H -0.562 0.656 -1.135  -0.35
H -2.164 -3.001 -2.000  0.22
N -1.573 -0.590 2.270  -0.91
C -1.276 -0.906 3.659  0.19
C -2.285 -1.197 4.575  -0.21
C -1.960 -1.647 5.878  -0.19
C -0.654 -1.802 6.266  -0.16
C 0.389 -1.473 5.363  -0.09
C 1.735 -1.643 5.707  -0.08
C 2.689 -1.234 4.802  -0.26
C 2.320 -0.711 3.557  0.09
N 1.051 -0.740 3.089  -0.52
C 0.082 -1.024 4.024  0.13
H -1.825 -1.447 1.766  0.40
H -2.425 -0.024 2.234  0.41
H -3.322 -1.116 4.271  0.23
H -2.753 -1.906 6.579  0.24
H -0.387 -2.210 7.252  0.24
H 1.979 -2.076 6.688  0.24
H 3.743 -1.295 5.047  0.25
H 3.094 -0.254 2.937  0.21

=====

A structure of composition C27H28F6N6O6S2Se2W, computed with wB97M-V/def2-TZVPD.

Results
Expectation value of S² ... 2.0507
2S+1 ... 3
Frontier orbital gap (alpha / beta) ... 7.30 / 5.00 eV
ΔE to the lowest compared entry with this formula, charge and spin ... 30.0 kcal per mole

Last column: Löwdin charge in e.
Positions of all 78 atoms, in Å:
W 0.686 0.400 0.210  1.30
C -6.406 -0.025 -0.910  -0.05
C -4.937 -0.320 -0.790  -0.27
C -4.481 -1.522 -0.246  -0.03
C -3.136 -1.746 -0.061  -0.01
C -2.161 -0.813 -0.436  -0.29
N -0.822 -1.043 -0.108  -0.13
C -0.292 -2.302 -0.336  -0.29
C -0.536 -3.031 -1.473  -0.01
C 0.364 -4.105 -1.883  -0.21
C 1.201 -4.716 -0.818  -0.22
C 2.010 -5.917 -1.169  -0.02
C 1.308 -4.070 0.369  0.02
C 0.610 -2.870 0.624  -0.11
N 0.803 -2.256 1.872  -0.06
C 1.087 -2.851 3.055  -0.02
C 1.343 -1.865 3.970  0.00
C 1.213 -0.660 3.257  -0.12
N 0.878 -0.913 2.006  -0.13
C -2.621 0.359 -1.032  -0.16
C -3.986 0.608 -1.167  0.01
N -1.743 1.357 -1.570  -0.04
C -2.017 2.144 -2.632  -0.04
C -0.998 3.051 -2.775  -0.02
C -0.105 2.741 -1.745  -0.12
N -0.571 1.736 -1.021  -0.13
H -6.942 -0.867 -1.349  0.08
H -6.585 0.853 -1.530  0.07
H -6.845 0.167 0.072  0.08
H -5.195 -2.273 0.070  0.12
H -2.804 -2.662 0.412  0.12
H -1.232 -2.649 -2.209  0.14
H -0.077 -4.832 -2.560  0.15
H 1.369 -6.738 -1.501  0.09
H 2.604 -6.256 -0.323  0.09
H 2.688 -5.683 -1.993  0.09
H 1.997 -4.444 1.115  0.13
H 1.055 -3.922 3.156  0.13
H 1.581 -1.984 5.011  0.11
H 1.342 0.361 3.578  0.07
H -4.307 1.565 -1.555  0.12
H -2.910 1.990 -3.211  0.13
H -0.904 3.820 -3.520  0.10
H 0.862 3.156 -1.512  0.12
O -0.560 5.923 0.850  -0.06
C -0.391 5.546 2.214  -0.22
C -0.086 4.032 2.309  -0.57
C 0.130 3.807 3.806  -0.24
O 0.361 2.484 4.234  -0.13
C -1.309 3.309 1.771  -0.49
Se -1.367 1.347 1.857  0.70
C 1.176 3.824 1.469  -0.51
Se 2.155 2.126 1.400  0.64
H -0.861 6.835 0.822  0.09
H -1.302 5.763 2.782  0.13
H 0.435 6.110 2.664  0.13
H -0.749 4.218 4.326  0.13
H 1.004 4.388 4.115  0.13
H -0.256 1.909 3.744  -0.06
H -1.440 3.576 0.722  0.05
H -2.183 3.661 2.327  0.07
H 1.944 4.499 1.856  0.06
H 0.968 4.135 0.448  0.04
F 3.235 -2.344 -4.739  0.16
C 2.335 -1.535 -4.209  -0.74
F 2.821 -0.300 -4.159  0.14
F 1.234 -1.548 -4.957  0.14
S 1.873 -2.005 -2.476  1.12
O 1.461 0.309 -1.308  -0.56
O 1.416 -3.478 -2.903  -0.32
N 3.327 -2.150 -1.879  -0.35
S 3.862 -1.642 -0.484  0.59
O 2.905 -1.041 0.421  -0.37
O 4.734 -2.627 0.076  -0.25
C 4.974 -0.274 -1.017  -0.69
F 4.299 0.671 -1.660  0.14
F 5.549 0.254 0.058  0.15
F 5.917 -0.755 -1.823  0.15

=====

A structure of composition C27H28FN3O2SY, computed with wB97M-V/def2-TZVPD.

Results
2S+1 ... 1
Net charge ... +1
Frontier orbital gap ... 7.28 eV
ΔE to the lowest compared entry with this formula, charge and spin ... 0.2 kcal per mole

Last column: Löwdin charge in e.
Positions of all 63 atoms, in Å:
Y -0.200 -0.617 0.034  1.41
C -0.947 -4.376 0.266  -0.03
C -0.025 -3.496 1.066  -0.29
C -0.532 -2.580 2.008  -0.10
C 0.321 -1.838 2.828  -0.30
C -0.215 -1.004 3.959  -0.04
C 1.701 -1.939 2.623  -0.01
C 2.229 -2.808 1.680  -0.27
C 3.711 -2.931 1.476  -0.03
C 1.351 -3.585 0.920  -0.02
H -1.500 -3.810 -0.484  0.06
H -1.682 -4.851 0.917  0.09
H -0.386 -5.160 -0.239  0.09
H -1.606 -2.506 2.150  0.13
H -1.305 -0.985 3.965  0.08
H 0.156 0.021 3.930  0.08
H 0.105 -1.429 4.911  0.10
H 2.371 -1.355 3.245  0.13
H 3.956 -2.913 0.413  0.09
H 4.078 -3.875 1.882  0.10
H 4.250 -2.122 1.968  0.09
H 1.756 -4.280 0.192  0.14
O -2.130 -1.466 -0.552  -0.32
N -3.051 -1.004 -1.408  -0.19
C -4.147 -1.781 -1.595  -0.01
C -5.128 -1.386 -2.453  -0.04
C -4.970 -0.168 -3.131  -0.04
C -3.851 0.590 -2.923  -0.07
C -2.839 0.176 -2.033  -0.64
S -1.400 1.062 -1.751  0.69
H -4.147 -2.690 -1.016  0.14
H -5.995 -2.013 -2.591  0.12
H -5.729 0.173 -3.822  0.12
H -3.703 1.529 -3.437  0.11
N 1.354 4.965 -0.381  0.20
C 0.866 5.024 0.881  -0.49
O 1.025 5.967 1.626  0.09
C 0.118 3.812 1.373  -0.09
C -0.853 3.986 2.348  0.04
C -1.558 2.887 2.799  -0.01
C -1.252 1.646 2.273  -0.13
N -0.289 1.454 1.365  -0.06
C 0.380 2.531 0.921  -0.08
H 1.810 5.788 -0.741  0.13
H 1.060 4.259 -1.034  0.09
H -1.042 4.982 2.726  0.14
H -2.340 2.979 3.540  0.12
H -1.805 0.768 2.585  0.11
H 1.142 2.354 0.173  0.09
F 2.523 3.613 -4.001  0.06
C 2.374 2.460 -3.315  -0.29
C 1.741 1.391 -3.928  0.00
C 1.585 0.216 -3.219  -0.08
C 2.035 0.082 -1.897  -0.38
C 1.771 -1.134 -1.079  -0.26
C 2.684 1.182 -1.335  -0.09
C 2.871 2.374 -2.036  -0.03
H 1.387 1.491 -4.945  0.13
H 1.090 -0.620 -3.698  0.12
H 2.580 -1.289 -0.360  0.03
H 1.711 -2.042 -1.688  0.06
H 3.119 1.087 -0.344  0.12
H 3.417 3.203 -1.607  0.12

=====

A structure of composition C27H28FeN12S2Se2, computed with wB97M-V/def2-TZVPD.

Results
Expectation value of S² ... 6.0093
2S+1 ... 5
Net charge ... +2
Frontier orbital gap (alpha / beta) ... 7.35 / 7.33 eV
ΔE to the lowest compared entry with this formula, charge and spin ... 27.7 kcal per mole

Last column: Löwdin charge in e.
Positions of all 72 atoms, in Å:
Fe 0.164 -0.454 -0.101  0.52
Se 2.360 -0.123 -2.880  0.70
Se 0.189 -0.485 -3.497  0.71
C -0.659 1.080 -2.740  -0.68
C -1.557 1.795 -3.527  -0.09
C -2.085 2.968 -3.021  -0.04
C -1.707 3.369 -1.745  -0.05
C -0.834 2.571 -1.025  -0.13
N -0.328 1.434 -1.501  -0.03
C 2.605 -1.655 -1.741  -0.67
C 3.855 -2.258 -1.654  -0.09
C 3.972 -3.403 -0.885  -0.03
C 2.836 -3.915 -0.268  -0.03
C 1.636 -3.243 -0.415  -0.15
N 1.525 -2.112 -1.114  -0.06
H -1.791 1.443 -4.521  0.11
H -2.749 3.572 -3.623  0.12
H -2.071 4.296 -1.333  0.12
H -0.518 2.847 -0.028  0.12
H 4.692 -1.846 -2.202  0.11
H 4.923 -3.906 -0.795  0.12
H 2.885 -4.825 0.308  0.12
H 0.719 -3.604 0.030  0.10
C -4.835 0.263 -2.364  -0.02
N -4.228 0.957 -1.262  -0.11
C -4.647 2.155 -0.740  -0.02
C -3.952 2.381 0.394  -0.04
N -3.081 1.321 0.568  0.00
C -3.249 0.446 -0.479  -0.69
S -2.454 -1.003 -0.735  0.71
C -2.347 1.041 1.725  -0.28
C -3.043 1.184 2.989  0.03
C -2.518 0.650 4.093  0.01
C -1.213 -0.094 4.075  -0.21
C -0.449 0.068 2.736  -0.61
N -1.152 0.586 1.607  0.03
H -5.707 -0.298 -2.021  0.11
H -4.116 -0.445 -2.771  0.07
H -5.145 0.972 -3.127  0.10
H -5.391 2.761 -1.218  0.14
H -3.948 3.214 1.066  0.14
H -3.988 1.704 2.998  0.12
H -3.028 0.701 5.040  0.13
H -0.576 0.275 4.885  0.15
H 0.440 0.693 2.876  0.11
N 5.117 1.669 -0.284  0.15
N 4.141 0.986 0.321  -0.28
N 4.375 0.072 1.224  0.15
C 3.164 -0.395 1.479  -0.21
N 2.242 0.227 0.743  -0.05
N 2.884 1.106 0.007  0.05
H 5.965 1.737 0.265  0.12
H 4.795 2.506 -0.751  0.12
H 2.965 -1.170 2.189  0.08
N -2.469 -2.171 3.745  0.22
C -1.467 -1.558 4.362  -0.37
S 0.120 -1.585 2.154  0.61
N -0.835 -2.150 5.347  0.17
C 0.231 -1.587 6.117  -0.25
C 1.417 -1.225 5.493  -0.03
C 2.447 -0.686 6.244  -0.05
C 2.291 -0.513 7.610  -0.05
C 1.101 -0.871 8.223  -0.05
C 0.063 -1.413 7.484  -0.01
H -2.902 -1.760 2.933  0.12
H -2.602 -3.163 3.869  0.14
H -1.101 -3.097 5.594  0.18
H 1.523 -1.398 4.433  0.06
H 3.369 -0.399 5.761  0.11
H 3.102 -0.112 8.198  0.12
H 0.976 -0.716 9.283  0.12
H -0.866 -1.693 7.957  0.12

=====

A structure of composition C27H28FeN2Si, computed with wB97M-V/def2-TZVPD.

Results
Expectation value of S² ... 6.0642
2S+1 ... 5
Frontier orbital gap (alpha / beta) ... 5.09 / 7.24 eV

Last column: natural (NBO) charge in e.
Positions of all 59 atoms, in Å:
C 1.070 2.250 1.290  -0.33
C -0.009 2.465 0.372  -0.31
C -1.246 2.397 1.098  -0.34
H 0.086 2.725 -0.681  0.24
C -0.917 2.268 2.489  -0.27
C 0.504 2.163 2.606  -0.34
H 1.070 2.130 3.526  0.24
H 2.125 2.298 1.026  0.23
H -2.229 2.533 0.660  0.24
H -1.625 2.312 3.302  0.24
Fe -0.250 0.597 1.394  0.90
C -0.961 -1.948 -1.625  -1.08
H -1.740 -1.758 -0.872  0.26
H -0.175 -2.581 -1.183  0.25
H -1.380 -2.422 -2.541  0.24
Si -0.164 -0.264 -2.159  1.39
C 1.624 -0.329 -2.625  -0.52
C 2.320 0.882 -2.435  -0.19
H 1.771 1.798 -2.203  0.22
C 3.709 0.912 -2.473  -0.22
H 4.224 1.860 -2.306  0.22
C 4.405 -0.283 -2.689  -0.20
H 5.492 -0.263 -2.680  0.22
C 3.722 -1.494 -2.863  -0.24
H 4.282 -2.418 -3.012  0.22
C 2.325 -1.526 -2.802  -0.14
H 1.781 -2.468 -2.880  0.21
C -1.191 1.104 -2.894  -0.51
C -0.810 1.948 -3.960  -0.14
H 0.029 1.675 -4.603  0.21
C -1.513 3.140 -4.203  -0.24
H -1.194 3.824 -5.003  0.22
C -2.636 3.456 -3.423  -0.21
H -3.178 4.384 -3.603  0.22
C -3.079 2.591 -2.418  -0.22
H -3.974 2.827 -1.827  0.22
C -2.367 1.411 -2.176  -0.20
H -2.744 0.712 -1.420  0.22
H -0.373 -0.191 -0.313  -0.16
H 0.252 0.696 -1.125  -0.07
N 1.299 -0.665 1.370  -0.82
C 0.886 -1.744 2.257  0.03
C 1.771 -2.713 2.680  -0.26
C 1.296 -3.703 3.570  -0.22
C -0.019 -3.707 4.022  -0.24
C -0.948 -2.722 3.583  -0.07
C -2.280 -2.581 4.048  -0.27
C -3.053 -1.500 3.634  -0.27
C -2.514 -0.524 2.789  -0.01
N -1.243 -0.638 2.339  -0.62
C -0.461 -1.739 2.681  0.23
H 2.187 -0.249 1.671  0.40
H 1.467 -0.990 0.409  0.40
H 2.816 -2.694 2.351  0.21
H 1.983 -4.470 3.927  0.21
H -0.388 -4.459 4.726  0.21
H -2.677 -3.324 4.742  0.20
H -4.081 -1.352 3.961  0.21
H -3.074 0.361 2.474  0.19

=====

A structure of composition C27H28HfN2O3P2S2, computed with wB97M-V/def2-TZVPD.

Results
2S+1 ... 1
Net charge ... +2
Frontier orbital gap ... 6.11 eV

Last column: Löwdin charge in e.
Positions of all 65 atoms, in Å:
C 0.263 -0.684 -4.860  0.01
C 0.808 -0.614 -3.578  -0.22
C 0.953 0.659 -2.971  -0.18
C 0.489 1.834 -3.629  -0.14
C -0.141 1.705 -4.893  0.02
C -0.219 0.463 -5.508  -0.03
C 0.638 3.057 -2.940  0.06
C 1.726 3.174 -2.050  -0.15
C 2.227 1.966 -1.491  -0.18
C 3.341 1.987 -0.618  -0.22
C 3.856 3.217 -0.212  0.01
C 3.284 4.415 -0.659  -0.03
C 2.231 4.406 -1.561  0.03
H 0.182 -1.658 -5.345  0.13
H -0.530 2.609 -5.373  0.14
H -0.672 0.369 -6.498  0.13
H 0.112 3.947 -3.281  0.15
H 4.695 3.229 0.485  0.14
H 3.674 5.361 -0.281  0.13
H 1.772 5.333 -1.914  0.14
N 1.451 0.802 -1.665  -0.09
Hf 0.204 0.174 0.037  1.27
C 1.157 -1.869 -2.807  -0.28
H 2.179 -1.819 -2.404  0.09
H 1.053 -2.762 -3.439  0.11
C 3.857 0.684 -0.053  -0.27
H 3.969 -0.083 -0.834  0.10
H 4.804 0.821 0.489  0.11
P 0.016 -2.071 -1.368  0.81
P 2.621 0.023 1.151  0.70
C 2.857 1.199 2.530  -0.24
H 2.283 0.874 3.406  0.03
H 3.928 1.248 2.776  0.07
H 2.504 2.195 2.233  0.06
C 3.438 -1.483 1.757  -0.24
H 4.386 -1.205 2.239  0.07
H 2.796 -2.001 2.479  0.03
H 3.636 -2.154 0.912  0.06
C -1.550 -2.346 -2.250  -0.22
H -1.456 -3.212 -2.919  0.07
H -2.362 -2.500 -1.531  0.02
H -1.797 -1.460 -2.845  0.06
C 0.406 -3.738 -0.765  -0.23
H -0.286 -3.979 0.052  0.06
H 0.294 -4.475 -1.574  0.07
H 1.432 -3.765 -0.375  0.05
C -0.811 2.137 -0.865  -0.13
O -0.474 2.208 0.338  -0.18
H -1.046 2.976 -1.613  0.09
O -3.792 -1.639 -0.182  -0.27
S -3.435 -0.439 0.538  0.71
O -3.788 0.853 0.007  -0.25
N -1.748 -0.436 0.835  -0.29
C -1.446 -0.712 2.137  -0.72
S 0.206 -0.780 2.514  0.72
C -2.590 -0.794 2.991  -0.22
C -2.651 -0.907 4.393  0.02
C -3.892 -0.920 5.025  -0.02
C -5.071 -0.806 4.269  0.00
C -5.015 -0.663 2.875  0.00
C -3.771 -0.633 2.260  -0.20
H -1.713 -0.974 4.943  0.12
H -3.954 -1.020 6.108  0.13
H -6.036 -0.826 4.769  0.13
H -5.908 -0.572 2.263  0.14

=====

A structure of composition C27H28N2NiO3S, computed with wB97M-V/def2-TZVPD.

Results
Expectation value of S² ... 2.0083
2S+1 ... 3
Frontier orbital gap (alpha / beta) ... 7.56 / 7.95 eV
ΔE to the lowest compared entry with this formula, charge and spin ... 0.0 kcal per mole

Last column: natural (NBO) charge in e.
Positions of all 62 atoms, in Å:
Ni 1.931 -0.264 1.334  1.31
C -2.417 -4.970 -0.897  -0.26
O -2.607 -4.844 0.502  -0.48
C -1.745 -4.057 1.182  0.38
C -2.014 -3.937 2.564  -0.32
C -1.208 -3.141 3.318  -0.11
C -0.123 -2.411 2.771  -0.37
C 0.636 -1.536 3.624  0.61
C 0.437 -1.572 5.119  -0.71
O 1.460 -0.694 3.210  -0.70
C 0.155 -2.554 1.376  0.56
O 1.135 -1.970 0.771  -0.85
C -0.680 -3.406 0.611  -0.43
H -3.214 -5.617 -1.252  0.20
H -1.450 -5.426 -1.124  0.18
H -2.487 -3.997 -1.390  0.18
H -2.853 -4.473 2.984  0.23
H -1.422 -3.047 4.374  0.21
H 0.517 -2.586 5.511  0.23
H -0.554 -1.192 5.376  0.24
H 1.187 -0.936 5.580  0.24
H -0.456 -3.486 -0.442  0.22
C -0.691 5.869 -1.286  -0.23
C 0.670 5.663 -1.449  -0.23
C 1.269 4.532 -0.913  -0.16
C 0.529 3.574 -0.217  -0.08
C -0.839 3.809 -0.043  -0.20
C -1.439 4.939 -0.574  -0.21
C 1.238 2.388 0.313  -0.29
C 0.759 1.180 0.641  -0.38
C -0.633 0.748 0.416  -0.10
C -1.451 0.335 1.471  -0.17
C -2.720 -0.173 1.239  -0.22
C -3.205 -0.289 -0.057  -0.25
C -2.412 0.134 -1.117  -0.20
C -1.146 0.647 -0.882  -0.23
H -1.164 6.753 -1.696  0.21
H 1.269 6.389 -1.985  0.21
H 2.338 4.386 -1.027  0.19
H -1.435 3.106 0.521  0.22
H -2.499 5.099 -0.424  0.21
H 2.310 2.553 0.426  0.20
H -1.075 0.418 2.484  0.20
H -3.331 -0.493 2.075  0.21
H -4.192 -0.694 -0.238  0.21
H -2.788 0.070 -2.132  0.20
H -0.540 1.007 -1.706  0.20
C 3.764 1.818 -2.687  -0.41
N 2.967 0.619 -2.596  -0.41
C 1.902 0.357 -3.562  -0.22
C 1.237 -0.915 -3.009  -0.23
N 1.884 -1.067 -1.715  -0.60
C 2.842 -0.165 -1.517  0.39
S 3.808 -0.060 -0.112  -0.34
H 4.353 1.809 -3.605  0.20
H 4.431 1.863 -1.831  0.25
H 3.116 2.700 -2.684  0.20
H 2.314 0.212 -4.561  0.21
H 1.218 1.208 -3.593  0.20
H 1.428 -1.782 -3.643  0.20
H 0.160 -0.801 -2.889  0.22
H 1.529 -1.632 -0.936  0.47

=====

Per-record strongest force on any atom, eV Å⁻¹: 3.7 1.6 0.6 1.8 1.7 3.2 0.1